1.
Density functional theory data (ωB97M-V/def2-TZVPD) for a molecular structure, C17H34AsB11Br6MnN2O2S3.

Last column: Mulliken charge in e.
Cartesian coordinates (Å):
H1 -2.003 0.188 4.727  -0.2182
Br1 1.267 5.585 2.781  -0.3329
C1 2.510 0.064 -3.363  -1.4060
C2 -2.770 -3.671 -2.917  1.1907
H2 1.510 -0.231 -3.673  -0.0412
B1 -1.008 4.048 4.565  0.1016
H3 -1.451 5.026 5.055  -0.1242
B2 -1.566 1.818 2.718  0.7956
C3 -1.570 -2.879 -3.013  -0.7093
H4 -0.824 2.642 4.027  -3.6195
H5 -0.153 1.970 -3.900  0.3852
H6 -2.162 -0.126 -3.938  0.3606
C4 4.940 0.587 -2.025  -1.0642
H7 -3.988 -5.202 -3.815  0.4834
H8 -3.507 -0.029 -2.775  0.3750
O1 1.511 -0.051 -1.182  -0.0942
B3 -0.026 2.604 2.233  0.9880
Br2 0.589 -0.550 2.247  -0.2994
C5 -2.208 -4.756 -4.943  -0.5104
H9 1.927 -5.374 1.363  0.4550
H10 0.217 -2.472 -4.177  0.4194
C6 -0.596 -3.993 1.856  -0.7724
B4 1.156 2.392 3.569  0.8493
C7 2.568 0.110 -1.866  0.7991
H11 -2.109 3.308 -0.656  0.4412
H12 2.148 -3.676 1.914  0.2941
O2 0.510 -2.437 -0.012  -0.5899
H13 0.436 2.810 -2.440  0.3487
S1 -3.656 -3.235 -1.499  -0.1566
B5 0.597 3.264 5.044  0.2377
H14 3.950 1.488 0.488  0.5163
B6 -1.341 1.102 4.374  0.7803
Br3 0.622 2.489 0.368  -0.2396
C8 -0.688 -3.060 -4.113  -0.4718
H15 -3.525 2.569 -1.461  0.5576
H16 5.707 0.913 -1.330  0.4316
Br4 3.042 2.168 3.146  -0.2327
C9 -2.683 0.517 -3.232  -1.2712
Br5 1.376 0.166 5.977  -0.3445
H17 -2.372 1.343 1.983  -0.3434
S2 0.372 -3.911 0.353  0.4015
H18 -2.061 4.331 2.161  -0.2195
B7 -0.947 2.451 5.549  0.4846
C10 -1.926 2.675 4.121  -2.0186
C11 3.804 0.449 0.195  -1.0766
Br6 1.815 4.067 6.294  -0.3264
C12 1.955 -4.327 1.063  -1.0284
C13 -0.442 2.450 -2.967  -1.2344
H19 -0.218 -3.254 2.562  0.1771
H20 2.734 1.046 -3.782  0.4044
H21 4.656 -0.143 0.525  0.4488
C14 -3.087 -4.608 -3.881  -0.7010
H22 -2.435 -5.480 -5.713  0.4410
H23 4.803 1.366 -2.773  0.3477
B8 0.376 1.426 4.905  1.0437
H24 2.707 -4.187 0.290  0.3847
H25 -1.110 3.285 -3.178  0.5122
N1 -1.403 -2.004 -2.021  0.6083
C15 -2.637 2.378 -0.859  -1.1521
B9 -1.368 3.622 2.804  0.6706
H26 3.239 -0.639 -3.764  0.5039
H27 2.897 0.080 0.659  0.0054
Mn1 -0.188 -0.489 -0.465  1.0573
H28 -1.639 -3.801 1.616  0.2249
C16 -2.419 -2.070 -1.132  0.4441
N2 3.706 0.356 -1.267  0.3206
H29 -0.497 -5.001 2.258  0.4947
H30 -1.402 2.429 6.637  -0.1381
H31 5.278 -0.327 -2.513  0.3387
C17 -1.015 -3.985 -5.054  -0.6416
H32 -0.366 -4.146 -5.903  0.4748
As1 -1.474 1.215 -1.886  0.6121
H33 -2.926 1.924 0.083  0.1762
H34 -3.078 1.386 -3.759  0.5519
S3 -2.388 -1.071 0.213  -0.2734
B10 -0.018 1.081 3.179  0.7989
B11 0.325 3.996 3.341  0.9131

## Properties
- net charge = +2
- 2S+1 = 6
- lowest unoccupied orbital energy (alpha / beta) (eV) = -8.68 / -9.71
- ΔE to the lowest compared entry with this formula, charge and spin (kJ/mol) = 638.4

2.
Density functional theory data (ωB97M-V/def2-TZVPD) for 2 unconnected molecules or ions with the total composition C5H11NO.

Last column: Mulliken charge in e.
Cartesian coordinates (Å):
C1 -0.532 0.615 0.395  0.2730
O1 0.209 -3.094 0.670  -0.6047
H1 -1.950 2.804 2.382  0.2695
N1 1.299 -0.351 -0.945  -0.1265
C2 -0.749 1.525 1.444  -0.1865
H2 0.120 1.810 2.098  0.2265
C3 0.590 -0.727 -2.186  -0.7902
C4 0.815 0.413 0.103  -0.0182
H3 2.267 -0.273 -1.145  0.2905
H4 -2.947 1.759 1.331  0.3660
H5 1.190 -2.838 0.594  0.3546
H6 -1.426 0.335 -0.182  0.2874
H7 0.001 -2.255 0.250  0.2812
H8 -0.381 -0.935 -1.804  0.3475
H9 1.113 -1.611 -2.567  0.3224
C5 -2.004 1.959 1.720  -0.8447
H10 1.708 0.789 0.804  0.2380
H11 0.676 0.075 -2.959  0.3142

## Properties
- net charge = +1
- 2S+1 = 2
- lowest unoccupied orbital energy (alpha / beta) (eV) = -4.22 / -7.02
- ΔE to the lowest compared entry with this formula, charge and spin (kJ/mol) = 197.8

3.
Density functional theory data (ωB97M-V/def2-TZVPD) for 8 unconnected molecules or ions with the total composition C3H22O8.

Last column: Mulliken charge in e.
Cartesian coordinates (Å):
C1 1.865 -2.980 0.312  0.4486
H1 -0.969 2.214 2.733  0.2948
H2 -3.658 1.757 0.812  0.3775
H3 -3.135 0.084 -2.175  0.3714
H4 1.949 -0.837 1.025  0.2332
H5 -0.785 3.527 2.002  0.3201
H6 3.288 -4.394 0.694  0.3263
O1 -1.665 0.901 -2.676  -0.7219
H7 -1.647 1.782 -3.049  0.2947
H8 3.888 -2.733 0.935  0.2959
C2 1.217 -1.624 0.845  -1.1963
O2 1.233 2.752 -0.020  -0.6526
O3 -3.863 -0.371 -1.751  -0.6709
O4 2.259 -2.800 -1.079  -0.5373
H9 0.720 2.736 0.788  0.4036
H10 0.706 -1.817 1.788  0.4292
H11 1.088 -3.743 0.367  0.2355
H12 0.433 -1.176 0.234  0.3717
O5 -4.423 2.242 1.122  -0.6374
H13 -3.475 -0.773 -0.974  0.3049
H14 1.292 3.680 -0.248  0.2654
O6 -1.950 1.049 0.025  -0.6118
H15 -1.099 1.184 0.443  0.2410
H16 -5.086 2.102 0.446  0.3127
O7 -0.383 2.667 2.127  -0.6977
O8 1.989 0.468 -1.262  -0.5808
H17 1.566 1.148 -0.737  0.3212
H18 2.767 0.226 -0.760  0.2921
H19 -1.769 1.114 -0.913  0.4556
H20 2.658 -1.949 -1.270  0.3061
C3 3.032 -3.398 1.055  -1.2535
H21 -0.836 0.508 -2.948  0.3076
H22 2.792 -3.545 2.108  0.3512

## Properties
- lowest unoccupied orbital energy (eV) = -0.02
- SMILES = CC(C)O.O.O.O.O.O.O.O
- ΔE to the lowest compared entry with this formula, charge and spin (kJ/mol) = 90.4

4.
Density functional theory data (ωB97M-V/def2-TZVPD) for a molecular structure, C4H20NO8.

Last column: Mulliken charge in e.
Cartesian coordinates (Å):
O1 -2.483 -2.225 -2.260  -0.6761
H1 1.995 -2.305 -1.994  0.3267
O2 0.288 -3.719 1.710  -0.6342
H2 -1.913 -1.761 -1.690  0.3309
H3 3.129 -1.412 -1.912  0.2650
H4 -1.777 -0.263 -3.424  0.3703
O3 -2.906 1.755 -0.129  -0.7412
O4 2.599 -1.767 -2.490  -0.5998
O5 -1.113 0.573 -3.383  -0.6628
O6 2.187 3.781 -0.481  -0.4924
H5 0.951 0.521 -0.032  -0.0014
C1 -0.330 -0.018 2.257  -0.4329
C2 1.512 1.506 1.791  -0.8998
H6 -0.784 -0.202 3.181  0.3185
H7 -0.905 0.478 -0.815  0.1084
H8 0.816 2.402 1.946  0.3381
C3 1.622 1.346 0.243  0.0620
H9 -0.891 0.836 1.702  0.1687
H10 0.706 -2.815 1.891  0.3552
H11 1.778 -0.314 2.835  0.2453
H12 2.680 1.239 0.053  0.3083
O7 -1.447 -0.244 -0.489  -0.8730
H13 -2.282 0.938 -0.323  0.5739
H14 -0.510 -3.695 1.402  0.2499
H15 -0.829 -0.900 0.366  0.3591
O8 -0.299 -1.107 1.455  -0.5045
H16 -0.375 0.095 -2.896  0.3030
N1 1.013 0.434 2.643  -0.3003
H17 -3.355 -1.897 -2.227  0.2965
H18 -3.738 1.515 0.186  0.2341
C4 1.502 2.829 -0.347  0.0306
H19 0.585 2.625 -0.868  0.2838
H20 2.575 1.774 2.096  0.2903

## Properties
- net charge = -1
- lowest unoccupied orbital energy (eV) = 3.04
- ΔE to the lowest compared entry with this formula, charge and spin (kJ/mol) = 528.1

5.
Density functional theory data (ωB97M-V/def2-TZVPD) for 2 unconnected molecules or ions with the total composition C24H35NO6S.

Last column: Mulliken charge in e.
Cartesian coordinates (Å):
H1 1.026 -0.318 -1.851  0.0963
H2 2.402 -2.655 2.917  0.2634
H3 -5.639 -2.498 -1.980  0.3660
C1 -5.070 -1.649 -1.528  -0.7761
H4 0.126 -3.382 2.507  0.2425
H5 -5.629 -2.168 0.530  0.3366
C2 -4.271 -0.344 0.550  0.6005
C3 0.441 3.513 -0.687  -0.7417
H6 -1.049 -1.980 0.735  0.1529
O1 -2.899 1.138 -3.965  -0.6180
H7 -1.239 4.162 0.713  0.3754
H8 1.897 -3.033 0.602  0.2713
O2 6.225 -0.593 -1.520  -0.5212
H9 7.240 1.338 0.541  0.2958
H10 2.182 0.242 1.001  -0.4647
H11 1.083 4.229 -0.088  0.4202
H12 -6.084 -0.844 3.926  0.3458
O3 -3.066 -0.607 3.031  -0.5706
C4 -4.356 -0.716 -2.385  -0.7066
C5 -5.035 -1.438 -0.069  -0.1125
C6 0.896 -2.830 0.125  -0.6556
C7 0.197 -2.252 2.504  -0.5920
H13 8.149 -0.003 -0.217  0.3153
H14 0.283 -0.740 0.803  -0.5655
H15 0.345 -3.818 0.189  0.4242
C8 -1.953 2.688 -0.852  0.4172
H16 2.958 2.654 -0.275  0.4256
O4 5.639 1.491 -1.490  -0.4656
H17 1.944 -0.857 2.888  0.2006
H18 0.257 1.247 -0.715  -0.3479
H19 0.685 1.965 0.875  0.2144
H20 -6.490 -1.137 2.211  0.4034
C9 -2.860 1.336 -2.769  0.2937
C10 7.584 0.907 -0.396  -0.7837
C11 -3.511 0.584 -0.311  -0.3165
H21 2.190 -1.301 -2.800  0.3983
C12 0.857 2.070 -0.239  0.5691
H22 1.352 -3.363 -1.977  0.3215
O5 -2.399 1.989 1.358  -0.6237
C13 2.841 0.424 0.111  0.1962
C14 -3.595 0.375 -1.768  -0.0740
H23 -5.336 -2.306 3.088  0.3278
C15 1.599 -1.896 3.133  -0.9766
C16 0.036 -1.815 0.987  0.7617
C17 -2.636 1.752 0.199  1.1079
H24 -0.628 -1.889 3.166  0.2711
N1 6.381 0.572 -1.204  0.8711
H25 -1.334 4.751 -1.022  0.3666
H26 3.880 -0.581 -1.517  0.1788
C18 -5.657 -1.243 2.965  -1.1594
H27 -0.094 -2.328 -1.746  0.2362
C19 1.773 -1.146 -1.761  -0.4700
H28 1.462 -1.912 4.256  0.3901
H29 2.395 1.637 -1.728  0.3209
H30 3.867 0.638 0.542  0.2568
C20 -1.060 3.885 -0.352  -1.2952
C21 3.015 -0.823 -0.836  -0.4563
H31 8.173 1.622 -0.966  0.2874
H32 0.715 3.718 -1.763  0.2999
C22 2.378 1.747 -0.610  -0.8582
H33 -1.529 3.206 -2.898  0.3446
C23 -2.049 2.509 -2.199  -0.3530
S1 -4.288 -0.154 2.368  1.3250
H34 3.360 -1.678 -0.202  0.4310
C24 0.976 -2.472 -1.406  -0.9490
O6 -4.681 1.203 2.773  -0.6619
H35 -4.374 -0.825 -3.499  0.3925

## Properties
- lowest unoccupied orbital energy (eV) = -1.29
- SMILES = CCCCCCCCCCCCC1=CC(=O)c2cccc(S(C)(=O)=O)c2C1=O.C[N+](=O)[O-]
- ΔE to the lowest compared entry with this formula, charge and spin (kJ/mol) = 104.1

6.
Density functional theory data (ωB97M-V/def2-TZVPD) for a single C5H10O molecule.

Last column: Mulliken charge in e.
Cartesian coordinates (Å):
C1 0.132 0.090 -0.184  0.1899
H1 -1.641 -1.355 -0.154  0.3068
C2 -0.635 2.195 -0.912  -0.7202
H2 -0.827 3.197 -0.522  0.2473
H3 -1.585 1.767 -1.266  0.3106
H4 0.496 -2.424 1.585  0.3036
H5 1.448 -0.105 1.511  0.2415
H6 -1.193 -0.581 1.393  0.2523
H7 2.266 -0.642 0.017  0.2916
H8 0.595 -2.535 -0.187  0.2359
O1 -0.065 1.442 0.129  -0.4010
H9 0.053 2.275 -1.768  0.2964
C3 1.306 -0.584 0.538  -0.6851
C4 0.434 -1.854 0.655  -0.4619
C5 -0.811 -0.963 0.441  -0.7212
H10 0.207 -0.050 -1.273  0.3133

## Properties
- lowest unoccupied orbital energy (eV) = 1.19
- SMILES = COC1CCC1
- ΔE to the lowest compared entry with this formula, charge and spin (kJ/mol) = 131.8

Result set for strongest force on any atom: 0.892, 3.927, 4.179, 9.746, 3.628, 0.317 eV Å⁻¹, one per record in the order listed.